A cluster of 2 separate species, C6H12N2 in total at a distorted geometry, computed with wB97M-V/def2-TZVPD.

The expectation value of S² is 0.76. The calculation puts the HOMO energy (spin up / spin down) at -14.65 / -14.65 eV. As for the spin multiplicity: 2. The net charge is +1.

Each line ends with the natural charge from an NBO analysis.
Geometry (Å):
C1 0.53 1.22 1.88  -0.6986
C2 -0.28 -2.20 1.76  0.3315
C3 -0.13 -0.05 1.83  0.2216
C4 -1.37 -0.35 1.39  0.1759
N1 0.65 -1.14 1.98  -0.3701
N2 -1.56 -1.71 1.44  -0.5141
H1 0.30 -3.14 1.71  0.2818
H2 -2.32 -2.29 1.29  0.4625
H3 -2.16 0.24 1.00  0.2584
H4 -0.20 2.10 1.81  0.2496
H5 1.30 1.39 1.03  0.3075
H6 1.19 1.37 2.72  0.2913
C5 0.77 0.01 -2.97  -0.6148
C6 0.26 1.18 -2.05  -0.6148
H7 1.41 0.24 -3.72  0.2228
H8 1.40 -0.67 -2.41  0.2001
H9 -0.04 -0.54 -3.47  0.2124
H10 0.59 2.16 -2.23  0.2261
H11 0.43 0.84 -1.06  0.1697
H12 -0.76 1.34 -1.93  0.2014

***

An isolated molecule of C6H12N2O at a distorted geometry, computed with wB97M-V/def2-TZVPD.

The calculation puts the HOMO energy at -7.80 eV. The structure (SMILES) is CC1(C)[C@@H]2C(N)(N)[C@]21O. As for the spin multiplicity: 1. The net charge is 0.

Each line ends with the natural charge from an NBO analysis.
Geometry (Å):
C1 1.22 -1.65 -0.49  -0.6397
C2 1.08 -0.22 -0.06  0.1376
C3 2.36 0.54 0.15  -0.6475
C4 -0.32 0.17 1.06  -0.5365
C5 -1.49 0.10 0.16  0.2460
N1 -2.50 1.14 0.31  -0.8202
N2 -2.05 -1.13 -0.36  -0.8460
C6 -0.11 0.56 -0.36  0.2624
O1 0.06 1.90 -0.79  -0.7228
H1 2.01 -2.15 0.08  0.2062
H2 0.28 -2.19 -0.40  0.2403
H3 1.53 -1.67 -1.54  0.2256
H4 2.74 0.93 -0.80  0.2434
H5 3.13 -0.11 0.58  0.2163
H6 2.21 1.39 0.82  0.2316
H7 -0.17 -0.65 1.75  0.2664
H8 -2.79 1.45 -0.62  0.3616
H9 -2.12 1.96 0.77  0.3685
H10 -3.02 -1.01 -0.64  0.3704
H11 -2.11 -1.84 0.37  0.3581
H12 0.05 2.47 0.00  0.4783

***

A cluster of 2 separate species, C6H12N2O in total at a distorted geometry, computed with wB97M-V/def2-TZVPD.

The calculation puts the HOMO energy at -8.03 eV. The structure (SMILES) is C=NC(C)=O.C=CNC. As for the spin multiplicity: 1. The net charge is 0.

Each line ends with the natural charge from an NBO analysis.
Geometry (Å):
C1 -1.80 -0.80 1.64  0.0108
N1 -0.76 -0.21 1.21  -0.4884
C2 0.53 -0.95 0.98  0.6977
C3 1.70 -0.18 1.58  -0.7034
O1 0.56 -2.18 0.92  -0.6437
H1 -2.76 -0.26 1.63  0.1783
H2 -1.84 -1.87 1.83  0.1746
H3 2.57 -0.37 0.95  0.2253
H4 1.91 -0.57 2.57  0.2396
H5 1.52 0.89 1.61  0.2177
C4 -2.08 0.44 -1.43  -0.5448
C5 -0.96 0.72 -0.70  0.0515
N2 0.36 0.03 -0.94  -0.6087
C6 1.46 0.79 -1.53  -0.4053
H6 -2.34 -0.58 -1.68  0.1930
H7 -2.74 1.24 -1.74  0.2139
H8 -0.78 1.76 -0.46  0.1943
H9 0.22 -0.86 -1.41  0.3891
H10 1.12 1.31 -2.43  0.1936
H11 2.29 0.12 -1.78  0.2156
H12 1.82 1.53 -0.82  0.1993

***

A cluster of 2 separate species, C6H12N2O in total at a distorted geometry, computed with wB97M-V/def2-TZVPD.

The calculation puts the HOMO energy at -8.01 eV. The structure (SMILES) is [H]/N=C(/C)OC.C=C1CN1. As for the spin multiplicity: 1. The net charge is 0.

Each line ends with the natural charge from an NBO analysis.
Geometry (Å):
H1 -1.82 1.78 -0.79  0.3706
N1 -1.11 1.62 -0.09  -0.7767
C1 -1.07 0.48 0.44  0.6515
C2 -0.78 0.23 1.89  -0.6950
O1 -1.66 -0.77 -0.11  -0.5519
C3 -2.42 -0.70 -1.29  -0.2556
H2 -0.39 1.13 2.36  0.2357
H3 -0.01 -0.54 1.95  0.2376
H4 -1.66 -0.17 2.37  0.2500
H5 -3.12 0.15 -1.30  0.1621
H6 -3.04 -1.60 -1.34  0.2028
H7 -1.76 -0.61 -2.16  0.1790
C4 2.15 -1.57 -0.78  -0.5186
C5 1.92 -0.38 -0.27  0.1837
C6 2.47 0.70 0.53  -0.2499
N2 1.49 0.92 -0.54  -0.6487
H8 1.71 -1.86 -1.72  0.2066
H9 2.78 -2.28 -0.27  0.2106
H10 3.45 1.11 0.34  0.1872
H11 2.15 0.80 1.57  0.1759
H12 0.74 1.55 -0.78  0.4429

***

An isolated molecule of C6H12N2O2S at a distorted geometry, computed with wB97M-V/def2-TZVPD.

The calculation puts the HOMO energy at -9.72 eV. The structure (SMILES) is O=S(=O)(NC1CC1)NC1CC1. As for the spin multiplicity: 1. The net charge is 0.

Each line ends with the natural charge from an NBO analysis.
Geometry (Å):
O1 -0.15 -0.99 1.49  -0.9385
S1 -0.03 -0.40 0.19  2.4286
O2 0.12 -1.22 -1.00  -0.9239
N1 -1.20 0.66 0.05  -0.9266
C1 -2.55 0.40 0.45  -0.0636
C2 -3.61 0.93 -0.49  -0.4046
C3 -3.36 -0.52 -0.45  -0.4300
N2 1.20 0.80 0.20  -0.8575
C4 2.49 0.22 0.35  -0.0994
C5 3.79 0.86 -0.08  -0.4213
C6 3.37 -0.35 -0.86  -0.4060
H1 -0.99 1.47 -0.69  0.4357
H2 -2.66 0.31 1.47  0.2184
H3 -3.20 1.47 -1.36  0.2057
H4 -4.56 1.29 -0.16  0.2225
H5 -2.86 -1.03 -1.27  0.2374
H6 -4.24 -0.92 0.00  0.2186
H7 0.86 1.50 0.94  0.4063
H8 2.73 -0.33 1.30  0.1930
H9 4.66 0.78 0.63  0.2270
H10 3.63 1.80 -0.63  0.2208
H11 3.84 -1.31 -0.69  0.2220
H12 2.79 -0.27 -1.80  0.2355

***

A cluster of 2 separate species, C6H12N2O3 in total at a distorted geometry, computed with wB97M-V/def2-TZVPD.

The calculation puts the HOMO energy (spin up / spin down) at -9.01 / -8.98 eV. As for the spin multiplicity: 1. The net charge is 0.

Each line ends with the natural charge from an NBO analysis.
Geometry (Å):
C1 0.50 1.75 0.71  0.5856
C2 1.92 -0.37 0.03  0.6947
C3 -0.54 0.23 -1.65  -0.4523
C4 -0.48 -1.87 -0.33  -0.4306
C5 -1.93 -0.09 0.26  -0.4395
C6 0.51 0.23 0.51  0.1226
N1 1.62 2.15 1.33  -0.7981
N2 -0.53 -0.39 -0.30  -0.3320
O1 1.94 -1.17 -0.94  -0.7348
O2 -0.44 2.37 0.22  -0.6494
O3 2.91 0.05 0.58  -0.6917
H1 -0.74 1.33 -1.56  0.2713
H2 0.47 0.00 -2.13  0.2769
H3 -1.31 -0.32 -2.28  0.2156
H4 -0.13 -2.26 0.69  0.2389
H5 -1.49 -2.17 -0.65  0.2032
H6 0.29 -2.42 -0.95  0.3031
H7 -2.02 -0.56 1.31  0.2304
H8 -2.13 1.02 0.46  0.2814
H9 -2.74 -0.57 -0.35  0.2243
H10 0.07 -1.48 2.34  0.0234
H11 2.43 1.45 1.39  0.4618
H12 1.83 3.10 1.33  0.3951

***

Energy relative to the best compared isomer or geometry (same formula, charge and spin) for every record listed, in sequence, given in kcal/mol: 44.5, 109.7, 89.6, 100.9, 74.1, 160.1.